Formula: C22H34F2O9Si
Source: the OMol25 dataset
Level of theory: wB97M-V/def2-TZVPD

SMILES	C[Si](C)(CCC(F)(F)[C@@H]1COC(=O)O1)c1ccccc1.CCOC(=O)OC.CCOC(=O)OC
molar mass	508.59	g mol⁻¹
net charge	0
HOMO energy	-9.84	eV
frontier orbital gap	10.29	eV
F_max	3.24	eV/Å
E_tot	-55106.6277	eV

Positions of all 68 atoms, in Å:
Si1 -1.955 0.986 -1.077
F1 2.234 -0.679 -0.808
F2 1.319 -2.653 -0.666
O1 1.383 -2.192 3.881
O2 -0.658 -2.308 -6.303
O3 0.615 -0.220 8.763
O4 0.067 -3.545 -8.053
O5 1.129 -2.010 1.617
O6 1.604 1.449 9.707
O7 1.726 -0.229 2.718
O8 0.520 -4.219 -6.054
O9 0.123 1.871 8.053
C1 -1.374 -0.784 -1.468
C2 1.419 -1.556 2.862
C3 0.498 -0.984 0.794
C4 0.716 1.107 8.770
C5 -0.085 -3.264 -6.761
C6 1.861 2.852 9.782
C7 -0.283 -0.765 7.784
C8 0.241 2.592 -2.131
C9 -0.503 -2.594 -8.963
C10 0.402 -1.392 -9.137
C11 -3.355 1.470 -2.258
C12 1.108 0.258 1.529
C13 0.487 -4.005 -4.644
C14 1.236 3.538 -2.094
C15 1.040 -1.327 -0.617
C16 1.429 4.229 -0.916
C17 -0.391 3.023 0.100
C18 -2.781 0.905 0.646
C19 -0.587 2.280 -1.063
C20 0.365 -0.828 6.417
C21 0.132 -0.953 -1.803
C22 0.603 3.976 0.153
H1 -1.213 -0.197 7.761
H2 2.223 4.967 -0.841
H3 0.200 -1.798 -2.515
H4 0.580 0.172 6.040
H5 -0.286 -1.332 5.705
H6 -2.997 1.566 -3.291
H7 -1.500 -2.299 -8.634
H8 0.738 4.542 1.072
H9 -0.555 -1.146 1.018
H10 1.851 3.691 -2.975
H11 -1.923 -1.092 -2.371
H12 -0.530 -3.833 -4.294
H13 0.935 3.416 9.883
H14 -3.864 2.381 -1.922
H15 -0.616 -3.113 -9.913
H16 1.130 -3.166 -4.379
H17 0.097 2.041 -3.063
H18 0.008 -0.723 -9.902
H19 2.473 3.019 10.665
H20 0.494 -0.833 -8.205
H21 1.783 0.874 0.934
H22 -0.527 -1.771 8.123
H23 2.412 3.179 8.902
H24 -3.693 1.506 0.700
H25 -4.133 0.692 -2.282
H26 -3.073 -0.146 0.793
H27 0.591 -0.100 -2.306
H28 1.313 -1.362 6.466
H29 1.405 -1.708 -9.425
H30 -0.996 2.897 0.993
H31 -2.078 1.131 1.455
H32 -1.711 -1.481 -0.693
H33 0.869 -4.903 -4.165
H34 0.304 0.901 1.907


Formula: C22H34N2O3OsP2S2
Source: the OMol25 dataset
Level of theory: wB97M-V/def2-TZVPD

energy above the lowest of the compared OMol25 structures with the same formula, charge and spin	116.87	kcal per mole
2S+1	5
molar mass	690.84	g mol⁻¹
net charge	0
HOMO energy (spin up / spin down)	-3.92 / -7.89	eV
frontier orbital gap (spin up / spin down)	3.32 / 5.88	eV
F_max	4.05	eV/Å
⟨S²⟩	6.092
E_tot	-75193.5023	eV

Positions of all 66 atoms, in Å:
Os1 -0.182 0.072 0.031
S1 -5.336 -0.105 4.387
S2 -1.789 1.673 0.896
P1 0.177 1.413 2.015
P2 -0.441 -1.423 -1.854
O1 -6.151 -1.028 3.723
O2 -1.950 -1.017 0.595
O3 -5.236 -0.215 5.815
N1 -3.286 0.221 3.490
N2 1.593 0.145 -0.389
C1 5.224 -0.656 -0.338
C2 2.910 0.202 -0.687
C3 -1.112 -0.844 -3.482
C4 3.519 1.118 -1.661
C5 4.875 1.115 -1.926
C6 -3.637 0.044 -0.860
C7 3.872 -0.686 -0.047
C8 -5.678 1.554 3.859
C9 1.958 1.478 2.618
C10 -0.448 0.782 3.626
C11 -0.260 3.249 1.979
C12 -4.745 3.608 3.045
C13 -6.719 2.168 4.490
C14 -4.676 2.196 3.127
C15 -6.799 3.565 4.401
C16 1.109 -2.239 -2.440
C17 -5.800 4.262 3.706
C18 -3.190 -0.577 0.417
C19 -1.482 -2.935 -1.590
C20 -4.277 -0.941 1.318
C21 5.747 0.236 -1.274
C22 -3.544 1.298 3.001
H1 -0.850 1.239 -0.911
H2 -0.136 -0.241 3.889
H3 0.320 3.701 1.176
H4 -1.007 -3.560 -0.830
H5 -5.024 -1.657 0.934
H6 2.844 1.806 -2.171
H7 -1.339 3.465 1.745
H8 -7.667 4.034 4.891
H9 1.807 -1.481 -2.806
H10 -2.485 -2.663 -1.249
H11 -0.419 1.551 4.416
H12 5.292 1.803 -2.653
H13 -0.043 3.699 2.939
H14 -0.451 -0.066 -3.879
H15 -2.122 -0.445 -3.356
H16 -3.846 -1.346 2.249
H17 2.304 0.463 2.864
H18 -5.874 5.353 3.705
H19 -7.416 1.541 5.052
H20 0.910 -2.949 -3.254
H21 3.455 -1.386 0.680
H22 -4.629 0.543 -0.774
H23 5.891 -1.340 0.173
H24 -2.960 0.837 -1.224
H25 2.596 1.919 1.841
H26 -1.155 -1.664 -4.217
H27 -3.714 -0.766 -1.618
H28 1.995 2.092 3.533
H29 -4.923 -0.052 1.498
H30 -1.516 0.623 3.488
H31 -1.574 -3.528 -2.509
H32 -3.969 4.138 2.484
H33 1.566 -2.790 -1.614
H34 6.819 0.245 -1.491


Formula: C22H34N4O6S
Source: the OMol25 dataset
Level of theory: wB97M-V/def2-TZVPD

energy above the lowest of the compared OMol25 structures with the same formula, charge and spin	2.41	kcal per mole
SMILES	Cc1cc(C)c(S(=O)(=O)N2CCO[C@@H]2CNC(=O)C(=O)NCCCN2CCOCC2)c(C)c1
molar mass	482.60	g mol⁻¹
net charge	0
HOMO energy	-8.60	eV
frontier orbital gap	9.24	eV
F_max	1.13	eV/Å
E_tot	-52446.9074	eV

Positions of all 67 atoms, in Å:
S1 3.059 0.224 -1.649
O1 3.744 1.332 -1.047
O2 -3.282 4.027 3.064
O3 3.784 -0.492 -2.661
O4 -1.429 -2.732 -0.099
O5 1.320 0.573 -4.589
O6 -1.627 0.707 -0.726
N1 -3.046 1.208 2.500
N2 -2.380 -1.059 1.132
N3 -0.840 -0.978 -2.040
N4 1.600 0.827 -2.307
C1 -1.720 -1.561 0.095
C2 -2.275 3.256 3.683
C3 -1.895 2.038 2.830
C4 2.011 -3.026 0.556
C5 1.598 -0.282 0.596
C6 -1.377 -0.470 -0.924
C7 1.222 -2.477 1.556
C8 3.464 -2.919 -1.449
C9 2.381 -0.868 -0.398
C10 1.987 1.808 -4.380
C11 1.712 2.143 -2.910
C12 -2.672 -0.995 3.549
C13 1.033 -1.106 1.563
C14 -0.475 -0.185 -3.179
C15 2.604 -2.245 -0.426
C16 0.584 -3.366 2.575
C17 -2.883 -1.794 2.264
C18 -3.479 0.310 3.562
C19 -4.429 3.248 2.800
C20 1.051 -0.021 -3.333
C21 1.335 1.187 0.660
C22 -4.082 2.046 1.914
H1 0.429 -0.654 2.337
H2 -0.853 -0.640 -4.098
H3 -2.365 -2.755 2.306
H4 -1.610 -0.773 3.662
H5 3.063 -2.786 -2.451
H6 2.170 -4.095 0.542
H7 -4.974 1.446 1.725
H8 0.764 2.674 -2.786
H9 1.583 2.539 -5.082
H10 -0.928 0.800 -3.044
H11 3.062 1.675 -4.551
H12 1.294 -4.103 2.943
H13 2.199 1.750 0.327
H14 -2.981 -1.604 4.400
H15 -3.954 -1.989 2.127
H16 -5.136 3.910 2.299
H17 -2.618 2.931 4.678
H18 -4.872 2.902 3.749
H19 -1.467 2.383 1.884
H20 -3.694 2.411 0.959
H21 -0.240 -3.901 2.103
H22 0.495 1.437 0.013
H23 -4.532 0.068 3.396
H24 -0.654 -1.974 -2.025
H25 0.198 -2.794 3.414
H26 4.462 -2.488 -1.454
H27 2.516 2.690 -2.426
H28 3.533 -3.983 -1.236
H29 -1.151 1.439 3.356
H30 1.530 -1.009 -3.277
H31 1.082 1.477 1.677
H32 -1.418 3.920 3.807
H33 -2.527 -0.046 1.179
H34 -3.397 0.765 4.560


Formula: C22H34NOS
Source: the OMol25 dataset
Level of theory: wB97M-V/def2-TZVPD

SMILES	CCCCCCCCCc1ccc2c(C)[n+](S)ccc2c1COCC
molar mass	360.59	g mol⁻¹
net charge	+1
HOMO energy	-11.31	eV
frontier orbital gap	6.59	eV
F_max	5.09	eV/Å
E_tot	-37713.6091	eV

Positions of all 59 atoms, in Å:
S1 5.394 -0.120 -3.743
O1 -1.160 2.875 -1.525
N1 3.657 -0.082 -3.367
C1 -1.500 3.298 -0.164
C2 0.455 -2.697 -2.479
C3 1.731 0.592 4.360
C4 -1.623 -0.244 1.466
C5 0.467 0.189 -2.607
C6 -0.126 3.147 0.745
C7 2.580 0.294 2.969
C8 -1.950 1.733 -1.995
C9 3.701 -2.790 -3.213
C10 1.381 1.510 -2.937
C11 0.134 0.944 4.056
C12 -3.211 -0.500 1.149
C13 -1.914 -1.126 -1.935
C14 -0.854 -0.362 4.092
C15 1.253 -1.282 -2.734
C16 2.864 -1.382 -3.118
C17 2.995 1.287 -3.313
C18 -1.125 0.328 -2.180
C19 -3.509 -1.234 -1.495
C20 -3.521 -1.703 0.078
C21 -1.000 -1.169 2.674
C22 -1.135 -2.598 -2.089
H1 0.109 -1.456 2.339
H2 -0.393 -1.113 4.896
H3 -0.905 -0.354 0.548
H4 1.857 -0.238 5.176
H5 -1.904 0.000 4.488
H6 2.522 -0.860 2.700
H7 1.021 2.627 -2.937
H8 -3.757 -0.793 2.158
H9 2.168 0.951 2.078
H10 4.321 -2.778 -4.228
H11 4.403 -2.986 -2.272
H12 3.663 2.221 -3.544
H13 -1.555 -2.219 2.791
H14 -0.252 1.689 4.905
H15 6.039 -0.663 -2.585
H16 -1.751 -3.597 -1.901
H17 -3.975 -2.110 -2.145
H18 3.703 0.661 3.135
H19 0.936 -3.773 -2.574
H20 -2.344 2.027 -3.083
H21 2.187 1.607 4.791
H22 0.683 3.921 0.330
H23 0.276 2.047 0.529
H24 -2.742 -2.575 0.291
H25 -1.712 4.472 -0.209
H26 3.012 -3.758 -3.289
H27 -2.910 1.490 -1.370
H28 -3.684 0.497 0.695
H29 -1.535 0.897 1.809
H30 -4.135 -0.275 -1.734
H31 -0.404 3.333 1.866
H32 -4.604 -2.155 0.287
H33 -2.446 2.798 0.306
H34 0.125 1.554 3.057